DFT (wB97M-V/def2-TZVPD) results for a cluster of 2 separate species, C6H9N3O3 in total at a distorted geometry.

Last columns: bonded neighbours and bond lengths (Å).
Atoms and positions in Å:
1 N 3.56587 -1.86111 -2.21038  C2 1.175
2 C 3.96367 -0.99563 -1.52234  N1 1.175, C3 1.428
3 C 4.09478 -0.11322 -0.40716  C2 1.428, C4 1.528, H7 1.099, H8 1.107
4 C 2.93626 -0.57397 0.47579  C3 1.528, N5 1.278, H9 1.099
5 N 1.89868 0.15353 0.64333  C4 1.278, O6 1.380
6 O 0.89125 -0.58133 1.23468  N5 1.380, H10 0.962
7 H 5.04723 -0.33768 0.09237  C3 1.099
8 H 4.00266 0.94566 -0.71536  C3 1.107
9 H 2.93191 -1.61613 0.82407  C4 1.099
10 H 0.13439 0.01079 1.28261  O6 0.962
11 C -3.16833 1.93696 0.26676  N12 1.281, O16 1.351, H17 1.101
12 N -1.90365 2.03176 0.08962  C11 1.281, O13 1.403
13 O -1.20821 0.81312 0.11171  N12 1.403, C14 1.436
14 C -1.99184 -0.20603 -0.52878  O13 1.436, C15 1.504, H18 1.106, H19 1.080
15 C -3.18120 -0.41606 0.36772  C14 1.504, O16 1.437, H20 1.102, H21 1.080
16 O -3.90530 0.82185 0.46310  C11 1.351, C15 1.437
17 H -3.75969 2.86389 0.31929  C11 1.101
18 H -1.35152 -1.10372 -0.60972  C14 1.106
19 H -2.29178 0.10124 -1.51962  C14 1.080
20 H -2.84721 -0.71675 1.37362  C15 1.102
21 H -3.85799 -1.15716 -0.03130  C15 1.080

Output
Spin multiplicity: 1
E: -16975.9400 eV
Lowest unoccupied orbital energy: 0.75 eV
SMILES string: N#CC/C=N/O.C1=NOCCO1


DFT (wB97M-V/def2-TZVPD) results for the molecule C6H9N3O3 at a distorted geometry.

Last columns: bonded neighbours and bond lengths (Å).
Atoms and positions in Å:
1 N -1.49457 2.12123 0.78362  C2 1.408, H13 1.034, H14 1.104
2 C -0.27202 1.47090 1.04093  N1 1.408, C3 1.626, C10 1.498, H15 1.168
3 C 0.92310 1.29794 -0.04832  C2 1.626, C4 1.452, H16 1.094, H17 1.038
4 C 0.58884 0.25766 -1.00427  C3 1.452, N5 1.325, N8 1.393
5 N -0.42331 0.29859 -1.85794  C4 1.325, C6 1.305
6 C -0.43595 -0.89237 -2.39124  N5 1.305, C7 1.395, H18 1.121
7 C 0.35774 -1.88239 -1.81281  C6 1.395, N8 1.452, H19 1.168
8 N 1.10239 -1.03264 -0.90101  C4 1.393, C7 1.452, O9 1.422
9 O 2.09072 -1.51357 0.00042  N8 1.422, H20 1.057
10 C -0.63773 0.11727 1.56698  C2 1.498, O11 1.235, O12 1.261
11 O 0.24255 -0.71489 1.80906  C10 1.235
12 O -1.83307 0.04995 1.96414  C10 1.261, H21 1.016
13 H -1.42112 3.12494 1.01965  N1 1.034
14 H -1.73895 1.90864 -0.27166  N1 1.104
15 H 0.25104 1.92711 1.98060  C2 1.168
16 H 0.91404 2.20411 -0.66033  C3 1.094
17 H 1.65876 1.12606 0.66295  C3 1.038
18 H -0.87089 -1.23044 -3.36759  C6 1.121
19 H 0.65554 -2.95252 -2.17316  C7 1.168
20 H 1.42932 -1.43080 0.82052  O9 1.057
21 H -2.31470 0.82670 1.51981  O12 1.016

Output
Spin multiplicity: 1
E: -16977.9159 eV
Lowest unoccupied orbital energy: 0.43 eV
SMILES string: N[C@H](Cc1nccn1O)C(=O)O


DFT (wB97M-V/def2-TZVPD) results for a cluster of 2 separate species, C6H9N3OSi2 in total at a distorted geometry.

Last columns: bonded neighbours and bond lengths (Å).
Atoms and positions in Å:
1 C -4.01533 -0.39499 -2.34532  N7 1.170
2 C -1.20756 -2.81999 -3.61019  N8 1.150, Si11 1.822
3 C -0.99267 0.32428 -4.56340  N9 1.156, Si11 1.842
4 C -1.69681 -0.00680 0.13909  Si12 1.861, H13 1.085, H14 1.094, H15 1.122
5 C 0.96191 1.56585 -0.63994  Si12 1.999, H16 1.081, H17 1.117, H18 1.085
6 C 1.06815 -1.59745 0.35901  Si12 1.881, H19 1.155, H20 1.070, H21 1.128
7 N -4.99461 -0.22168 -1.72903  C1 1.170
8 N -1.33882 -3.95883 -3.70696  C2 1.150
9 N -1.00544 1.33464 -5.12577  C3 1.156
10 O 0.04325 -0.82645 -2.08644  Si11 1.590, Si12 1.779
11 Si -0.92272 -1.04232 -3.33030  C2 1.822, C3 1.842, O10 1.590
12 Si 0.06710 -0.20748 -0.41852  C4 1.861, C5 1.999, C6 1.881, O10 1.779
13 H -1.77424 0.16099 1.20818  C4 1.085
14 H -2.31732 0.81377 -0.23436  C4 1.094
15 H -2.42816 -0.85451 0.06376  C4 1.122
16 H 0.94307 2.01022 0.34547  C5 1.081
17 H 2.01741 1.53606 -1.00543  C5 1.117
18 H 0.36977 2.25979 -1.22733  C5 1.085
19 H 0.55110 -2.62272 0.48166  C6 1.155
20 H 2.06648 -1.75022 0.00460  C6 1.070
21 H 1.10553 -1.25737 1.43431  C6 1.128

Output
Spin multiplicity: 1
E: -28639.3479 eV
Lowest unoccupied orbital energy (alpha / beta): -2.77 / -2.77 eV